Entry 1:
This record from OMol25 describes a structure of composition C35H33ClN4S2Si2Y at a distorted geometry. The level of theory is ωB97M-V with the def2-TZVPD basis set.

Positions of all 78 atoms, in Å:
Y (0.59, -0.19, 2.74)
Cl (2.88, -0.08, 1.61)
S (0.26, 3.44, 6.08)
S (3.41, -2.21, 6.22)
Si (0.86, 0.56, -0.74)
Si (0.66, -0.24, -2.89)
N (0.80, 1.58, 4.34)
N (2.38, -3.11, 3.85)
N (1.92, -0.90, 4.53)
N (-0.82, 3.17, 3.62)
C (1.40, 2.20, 6.50)
C (1.58, -2.82, -3.42)
C (-0.28, -3.62, -0.45)
C (-0.30, 2.03, -0.73)
C (-2.42, 3.14, -0.57)
C (1.00, -1.66, -3.97)
C (0.12, 1.29, -3.88)
C (-0.65, 3.55, -5.36)
C (-0.06, -1.30, -1.19)
C (0.33, -1.71, -5.20)
C (-1.84, 4.31, -1.05)
C (0.46, -2.44, -0.47)
C (2.21, 0.00, 5.56)
C (-1.52, -3.71, -1.10)
C (0.07, 2.68, 4.51)
C (2.98, -0.57, 6.56)
C (0.71, 3.30, -5.14)
C (2.51, -2.08, 4.71)
C (1.17, -4.06, -3.90)
C (-1.65, 1.99, -0.38)
C (-1.94, 0.04, 3.19)
C (-2.07, -2.57, -1.68)
C (-1.10, -2.06, 2.73)
C (0.33, -4.11, -5.03)
C (-1.37, -0.49, 4.38)
C (-1.77, -0.94, 2.16)
C (-0.86, -1.78, 4.10)
C (0.31, 3.22, -1.14)
C (-0.06, -2.95, -5.70)
C (-1.62, 2.71, -4.81)
C (-1.40, -1.35, -1.65)
C (-1.24, 1.59, -4.07)
C (1.56, 1.28, 5.49)
C (1.09, 2.17, -4.39)
C (-0.48, 4.34, -1.34)
H (2.22, 0.97, -0.36)
H (-1.88, -0.46, -2.08)
H (-2.13, 1.07, -0.01)
H (-2.48, 0.98, 3.11)
H (-1.99, 0.93, -3.65)
H (2.15, 1.96, -4.20)
H (3.23, -0.03, 7.47)
H (-0.96, 4.41, -5.96)
H (1.49, -4.98, -3.40)
H (2.25, -2.71, -2.57)
H (1.45, -2.40, 0.00)
H (-2.18, -0.89, 1.15)
H (-0.66, -3.00, -6.61)
H (-3.03, -2.64, -2.17)
H (0.34, 0.09, 0.60)
H (2.84, -3.97, 4.11)
H (1.47, 3.96, -5.56)
H (1.89, 2.12, 7.45)
H (1.91, -3.01, 2.96)
H (-0.91, -3.01, 2.22)
H (-2.69, 2.90, -4.99)
H (0.00, -5.09, -5.40)
H (-3.49, 3.10, -0.36)
H (0.06, -0.77, -5.69)
H (-1.32, 3.99, 3.89)
H (-0.02, 5.23, -1.75)
H (-1.38, -0.01, 5.36)
H (-0.41, -2.46, 4.82)
H (0.14, -4.52, 0.01)
H (-0.89, 2.79, 2.67)
H (-2.45, 5.19, -1.21)
H (-2.06, -4.66, -1.12)
H (1.37, 3.25, -1.37)

Computed properties:
- largest force on an atom (eV Å⁻¹) = 3.687
- energy relative to the best compared isomer or geometry (same formula, charge and spin) (kcal/mol) = 54.0
- frontier orbital gap (Ha) = 0.2258
- charge = +1
- LUMO level (eV) = -2.6714

Entry 2:
This record from OMol25 describes a cluster of 7 separate species, C30H74FN7O9 in total at a distorted geometry. The level of theory is ωB97M-V with the def2-TZVPD basis set.

Positions of all 121 atoms, in Å:
F (1.60, -1.35, -1.12)
O (0.40, -3.63, -1.14)
O (-6.24, -4.86, 1.92)
O (6.58, 7.00, -0.72)
O (-1.74, -1.24, 6.82)
O (-2.02, -4.07, -0.03)
O (1.84, -4.11, -2.82)
O (-5.67, -3.43, 7.64)
O (4.23, 4.18, -7.20)
O (4.10, -0.14, -3.91)
N (-3.25, -3.21, 5.33)
N (2.46, -2.48, -1.31)
N (-4.54, -2.57, 1.46)
N (3.76, 7.03, -7.36)
N (5.27, 8.20, -3.01)
N (-7.16, -5.72, 8.56)
N (4.01, 2.39, -2.54)
C (-7.33, -4.63, 2.79)
C (2.92, -2.85, 0.05)
C (4.55, 1.04, -4.55)
C (4.42, 6.31, -9.59)
C (2.52, 2.60, -4.45)
C (-7.21, -4.46, 9.30)
C (3.73, 3.41, -8.29)
C (-2.92, -1.92, 4.74)
C (6.25, 7.12, -3.18)
C (3.95, 2.34, -4.00)
C (-2.63, -0.84, 5.80)
C (-5.98, -3.57, 9.01)
C (7.21, 7.01, -1.99)
C (-1.80, -2.10, 3.73)
C (-5.81, -2.71, 0.75)
C (4.04, -3.79, -0.12)
C (-1.37, -5.16, -0.64)
C (1.56, -3.50, -1.84)
C (0.15, -4.97, -0.69)
C (-6.44, -2.45, 6.96)
C (2.86, -0.63, -4.36)
C (-8.54, -3.77, 9.02)
C (4.84, 6.40, -8.13)
C (6.07, 5.75, -0.31)
C (5.28, 5.06, -7.52)
C (-0.37, -1.14, 6.49)
C (5.51, 5.83, -3.50)
C (-6.28, -4.17, 0.69)
C (4.85, -4.66, -0.23)
C (-6.83, -1.75, 1.37)
H (-6.08, -2.59, 9.49)
H (2.26, 3.65, -4.27)
H (-8.27, -4.50, 2.23)
H (6.05, 5.74, 0.78)
H (-3.80, -1.58, 4.18)
H (-5.60, -4.71, 0.03)
H (0.59, -5.16, 0.28)
H (5.76, 9.08, -2.91)
H (0.19, -1.01, 7.41)
H (5.71, 7.07, -8.08)
H (2.41, 2.41, -5.52)
H (4.56, 3.16, -4.39)
H (-7.01, -5.51, 7.58)
H (3.42, 5.88, -9.70)
H (5.63, 1.07, -4.38)
H (6.18, 4.97, -3.47)
H (-5.84, -2.09, 6.12)
H (4.41, 0.96, -5.64)
H (3.31, 2.50, -7.88)
H (3.59, 1.54, -2.18)
H (2.72, -0.46, -5.44)
H (4.98, 2.33, -2.24)
H (4.39, 7.30, -10.04)
H (-6.68, -1.61, 7.60)
H (-5.65, -2.38, -0.29)
H (-0.01, -2.06, 6.01)
H (-0.17, -0.29, 5.83)
H (7.86, 7.89, -1.99)
H (5.65, -5.32, -0.47)
H (4.82, 8.06, -2.11)
H (1.79, 2.00, -3.91)
H (-7.35, -2.88, 6.55)
H (-3.83, -3.12, 0.99)
H (-2.17, -2.65, 2.86)
H (2.84, -1.70, -4.17)
H (-7.18, -4.69, 10.37)
H (-5.11, -4.05, 9.46)
H (-6.86, -1.84, 2.45)
H (-1.58, -6.02, -0.01)
H (-4.07, -3.11, 5.92)
H (3.24, -1.94, 0.53)
H (2.03, -0.18, -3.81)
H (-3.57, -0.62, 6.32)
H (-2.51, -3.44, 5.99)
H (5.04, 5.60, -0.67)
H (-9.35, -4.32, 9.50)
H (-7.43, -5.51, 3.43)
H (4.69, 5.64, -2.80)
H (-1.75, -5.37, -1.64)
H (6.02, 4.56, -8.16)
H (6.86, 7.37, -4.05)
H (0.54, -5.71, -1.40)
H (-4.64, -3.03, 2.36)
H (6.70, 4.92, -0.66)
H (5.07, 5.88, -4.49)
H (5.78, 5.27, -6.57)
H (4.08, 7.21, -6.41)
H (-7.16, -3.77, 3.43)
H (-7.29, -4.24, 0.25)
H (-8.55, -2.75, 9.41)
H (4.52, 3.15, -8.99)
H (-6.57, -0.72, 1.13)
H (-6.33, -6.24, 8.83)
H (2.93, 3.94, -8.81)
H (-1.42, -1.14, 3.38)
H (2.12, -3.30, 0.64)
H (-7.83, -1.94, 0.98)
H (7.87, 6.13, -2.09)
H (-0.96, -2.67, 4.13)
H (3.02, 6.35, -7.25)
H (-1.91, -3.27, -0.56)
H (5.12, 5.70, -10.16)
H (-2.29, 0.09, 5.34)
H (-8.77, -3.73, 7.96)

Computed properties:
- largest force on an atom (eV Å⁻¹) = 1.287
- frontier orbital gap (Ha) = 0.3493
- charge = 0
- SMILES = C#CCN(F)C(=O)OCCO.COC[C@@H](C)N.COC[C@@H](C)N.COC[C@@H](C)N.COC[C@@H](C)N.COC[C@@H](C)N.COC[C@@H](C)N
- LUMO level (eV) = 0.5581

Entry 3:
This record from OMol25 describes a structure of composition C4H6O7Sm at a distorted geometry. The level of theory is ωB97M-V with the def2-TZVPD basis set.

Positions of all 18 atoms, in Å:
Sm (4.00, -2.28, 1.68)
O (-4.17, 0.80, -0.13)
O (2.52, -0.45, 0.55)
O (-0.64, -1.41, 0.36)
O (-2.19, 0.95, -1.05)
O (4.25, -1.25, -0.56)
O (-2.32, 0.13, 0.97)
O (3.33, 0.65, -1.25)
C (3.35, -0.38, -0.42)
C (-2.91, 0.68, -0.02)
C (-0.82, -0.08, 0.58)
C (-0.79, 0.73, -0.73)
H (-0.34, 0.38, 1.45)
H (-0.60, -1.90, 1.19)
H (-0.36, 0.16, -1.55)
H (-0.31, 1.70, -0.61)
H (2.66, 1.29, -0.97)
H (-4.66, 0.26, 0.52)

Computed properties:
- largest force on an atom (eV Å⁻¹) = 1.903
- 2S+1 = 8
- ⟨S²⟩ = 15.76
- frontier orbital gap (alpha / beta) (Ha) = 0.1501 / 0.3441
- charge = +1
- LUMO level (alpha / beta) (eV) = -3.5215 / -3.5241

| no. | energy (hartree) |
| --- | --- |
| 1 | -3446.25868 |
| 2 | -2347.46707 |
| 3 | -1340.39572 |